1.
Entry from the Open Molecules 2025 dataset: a 3-piece molecular cluster, C4H14NO3 overall in a non-equilibrium geometry (ωB97M-V/def2-TZVPD).

The geometry in XYZ format:
```
22
Properties=species:S:1:pos:R:3:mulliken_charge:R:1
O 3.1647 0.0859 0.7592 -0.646
O -0.6767 3.1150 -0.4814 -0.453
O -1.1702 -0.4953 2.9128 -0.646
N 0.5712 -1.2218 0.5136 -0.141
C -0.3616 -1.3224 -0.6856 -0.648
C -0.7825 2.3738 -1.4235 -0.132
C -0.2706 -0.1286 -1.6003 -0.771
C -1.3476 0.9731 -1.2605 -0.383
H -0.9719 -1.0469 3.6878 0.301
H -1.3861 -1.4360 -0.3058 0.344
H -1.8825 0.0661 3.2401 0.310
H -0.4011 2.6544 -2.4073 0.398
H 1.1027 -0.3448 0.5594 0.342
H 4.1280 0.1606 0.6848 0.314
H -2.2081 0.9852 -1.9697 0.351
H 2.9375 0.3468 1.6584 0.321
H 0.0426 -1.1342 1.3999 0.256
H -1.7255 0.8230 -0.2281 0.258
H -0.4913 -0.3600 -2.6580 0.406
H -0.2281 -2.3282 -1.1826 0.362
H 1.1865 -2.0290 0.5689 0.377
H 0.7706 0.2634 -1.7820 0.480
```

Calculated values
ΔE to the lowest compared entry with this formula, charge and spin: 1.027 eV
Energy: -441.02066 Ha
Total charge: +1
E_HOMO: -12.828 eV
Kohn-Sham gap: 9.640 eV



2.
Entry from the Open Molecules 2025 dataset: a 9-piece molecular cluster, C24H48Cl8O5 overall in a non-equilibrium geometry (ωB97M-V/def2-TZVPD).

The geometry in XYZ format:
```
85
Properties=species:S:1:pos:R:3:mulliken_charge:R:1
Cl 2.3279 3.6137 -1.0007 -0.018
Cl 1.3964 6.2980 -1.2619 -0.152
Cl -4.6909 -2.5406 0.8100 -0.189
Cl -4.7610 3.7437 4.0644 -0.211
Cl -3.2979 4.1680 1.5310 -0.149
Cl 5.4807 -0.0185 0.7165 -0.168
Cl 2.6313 0.4843 1.2650 0.029
Cl -4.0686 -0.5333 2.8688 -0.148
O -1.1242 1.2522 5.0336 -0.515
O 0.0790 -0.4876 -5.3702 -0.386
O -0.3747 -2.3089 3.1184 -0.460
O 2.0930 -2.2158 -2.7251 -0.413
O -0.5787 -0.1800 -0.8873 -0.260
C -0.6996 -1.2506 -6.3692 -0.385
C -0.7048 0.5283 -4.8142 0.332
C 4.1320 1.1296 0.4907 -0.528
C -4.1012 2.9911 2.5504 0.636
C 0.0436 2.4680 3.4483 0.009
C -1.4530 1.9345 -0.8987 -0.492
C 1.0983 -3.9808 3.3445 -0.690
C -2.5414 0.8980 -0.6631 0.324
C -0.1776 1.1809 -0.8375 0.038
C -2.1348 0.2320 -5.2142 -0.439
C -1.9085 -0.3367 -1.2453 0.006
C 0.2307 -2.3342 1.8366 0.442
C 2.6527 -3.5476 -2.8467 -0.593
C 2.2633 -1.7106 -1.4338 0.706
C -3.4416 -1.9083 1.9245 0.839
C -1.3947 2.6002 5.2582 0.058
C -0.1795 3.2996 4.6825 -0.596
C 2.6162 5.1519 -1.8250 -0.414
C 3.5980 -3.6510 -1.6519 -0.706
C -1.9441 -0.4316 -6.5302 -0.743
C -0.4741 1.0855 3.7920 0.677
C 3.6218 -2.2017 -1.0966 -0.240
C 0.4294 -2.8861 4.1175 -0.519
C 1.3709 -3.2948 2.0316 -0.132
H -1.8281 0.3704 -7.2592 0.265
H 3.8871 -2.1401 -0.0412 0.060
H -2.7911 1.1008 -5.2653 0.420
H -1.1379 0.7150 3.0109 -0.411
H -2.5743 -0.4761 -4.5116 0.214
H -2.6046 -1.5428 1.3295 -0.864
H -1.6308 2.3973 -1.8694 0.234
H -0.5647 0.7415 -3.7545 -0.511
H -0.3383 1.4313 -5.3025 0.333
H 2.0123 -4.3255 3.8280 0.345
H -2.7240 -1.0673 -6.9495 0.359
H 1.9815 -4.4064 -2.8358 0.291
H -4.9393 2.5188 2.0379 0.334
H -3.4785 1.0777 -1.1901 0.496
H 1.1247 -2.0929 4.3921 0.221
H 1.4949 -2.2214 -0.8533 -0.212
H 3.9449 1.2342 -0.5780 0.244
H 0.6938 3.4283 5.3219 0.278
H -1.4856 2.8393 6.3178 0.366
H -1.5828 2.7537 -0.1915 0.259
H -2.0310 -0.4565 -2.3217 -0.602
H -0.4931 -2.7167 1.1170 0.303
H 1.5512 -3.9902 1.2118 0.213
H -2.3750 -1.1679 -0.7166 0.429
H 2.2413 -0.6265 -1.3229 -0.256
H 0.3205 0.3395 3.8058 -0.168
H 0.5734 -1.3358 1.5646 -0.424
H 2.5938 5.0688 -2.9116 0.281
H 3.5814 5.5642 -1.5310 0.294
H -0.1866 -3.2138 4.9550 0.381
H 4.5985 -4.0084 -1.8955 0.402
H 0.4743 1.6053 -1.6011 0.100
H -0.4865 2.9215 2.6107 -0.011
H 4.3883 -1.6648 -1.6554 0.410
H 3.2401 -3.5890 -3.7640 0.340
H -0.4809 4.2879 4.3352 0.334
H -2.6310 0.8027 0.4190 -0.456
H 0.4122 -4.8211 3.2383 0.294
H 1.0936 2.4533 3.1562 0.255
H -2.3729 2.8095 4.8252 -0.280
H -3.0873 -2.6799 2.6080 0.317
H 2.3421 -2.8056 2.1066 0.103
H 0.2684 1.3161 0.1478 -0.040
H 4.4807 1.9913 1.0599 0.424
H 3.1587 -4.2514 -0.8552 0.153
H -0.2172 -1.4443 -7.3272 0.311
H -3.3801 2.2228 2.8294 -0.666
H -1.0505 -2.1880 -5.9376 0.285
```

Calculated values
Energy: -5000.83854 Ha
SMILES: C1CCOC1.C1CCOC1.C1CCOC1.C1CCOC1.C1CCOC1.ClCCl.ClCCl.ClCCl.ClCCl
E_HOMO: -9.295 eV
Kohn-Sham gap: 9.562 eV



3.
Entry from the Open Molecules 2025 dataset: C7H10 as an isolated structure in a non-equilibrium geometry (ωB97M-V/def2-TZVPD).

The geometry in XYZ format:
```
17
Properties=species:S:1:pos:R:3:mulliken_charge:R:1
C -1.8587 -0.0344 -0.1258 -0.302
C 0.2395 0.6236 -0.1934 -0.051
C 1.5906 -0.8156 -0.0511 -0.359
C 1.7154 0.7641 -0.0360 -0.797
C 0.2521 -0.7495 0.3893 0.119
C -1.1784 -1.1242 -0.1306 -0.657
C -1.0301 1.1587 0.0622 -0.554
H -0.0604 -0.6816 1.6065 0.203
H -2.9263 0.1946 0.0895 0.319
H 1.5465 -1.2346 -1.1099 0.235
H 0.1392 0.2002 -1.2883 0.200
H 2.4908 1.3044 -0.7325 0.259
H -1.0002 1.4362 1.1997 0.267
H 1.8461 1.0277 0.9511 0.354
H 2.5170 -1.3468 0.4610 0.314
H -1.7599 -2.1678 -0.3201 0.206
H -1.1750 2.3317 -0.3444 0.246
```

Calculated values
ΔE to the lowest compared entry with this formula, charge and spin: 5.553 eV
Energy: -272.51393 Ha
E_HOMO: -9.136 eV
Kohn-Sham gap: 10.376 eV



4.
Entry from the Open Molecules 2025 dataset: a 2-piece molecular cluster, C6H15NO overall in a non-equilibrium geometry (ωB97M-V/def2-TZVPD).

The geometry in XYZ format:
```
23
Properties=species:S:1:pos:R:3:mulliken_charge:R:1
O -3.7198 0.5766 0.2335 -0.632
N -2.1435 2.0490 -0.3172 -0.389
C 1.5367 -0.1309 -0.7208 0.066
C 2.0376 0.1187 0.6919 -1.006
C -1.3165 0.0422 0.7480 0.575
C -1.8813 -1.4892 1.1115 -1.380
C 2.5569 -0.5043 -1.7651 -1.117
C -2.4849 0.8204 0.2831 0.269
H 2.7083 0.9120 0.6675 0.422
H -2.7902 2.8038 -0.6379 0.231
H -0.4358 -0.2315 0.0263 -0.467
H -2.8527 -1.6657 1.5369 0.360
H 2.4252 -0.7945 1.1126 0.348
H -0.8553 0.4967 1.6520 0.276
H 1.0294 0.8029 -1.0244 0.227
H 1.1589 0.4773 1.2609 0.247
H 2.9357 0.4269 -2.3219 0.282
H 2.0575 -1.1947 -2.4252 0.349
H 0.8753 -1.0591 -0.7545 0.128
H 3.4243 -1.0433 -1.2384 0.248
H -1.0437 -1.9092 1.7201 0.337
H -1.9114 -2.0745 0.3011 0.425
H -1.3107 2.5705 -0.1399 0.200
```

Calculated values
ΔE to the lowest compared entry with this formula, charge and spin: 2.348 eV
Energy: -367.54501 Ha
SMILES: CCC(N)=O.CCC
E_HOMO: -9.714 eV
Kohn-Sham gap: 10.486 eV



5.
Entry from the Open Molecules 2025 dataset: C8H12N3 as an isolated structure in a non-equilibrium geometry (ωB97M-V/def2-TZVPD).

The geometry in XYZ format:
```
23
Properties=species:S:1:pos:R:3:mulliken_charge:R:1
N 1.6362 -0.1883 0.8421 -0.588
N 2.5116 -1.5540 -0.8240 -0.473
N -0.7733 -0.7226 0.3972 -0.202
C 0.8014 2.3916 -0.5619 -0.727
C 2.8283 -0.4745 0.1088 -0.527
C 0.3027 1.3237 -0.0779 0.006
C -2.1553 1.1741 -0.0791 -0.853
C -3.2640 0.3240 0.0261 -0.088
C -1.8644 -1.5319 0.4768 -0.165
C -0.8827 0.5521 0.0385 1.310
C -3.1258 -1.0399 0.2886 -0.609
H -4.2635 0.8212 -0.0691 0.382
H -2.2124 2.0548 -0.6128 0.325
H -1.5694 -2.5830 0.7201 0.420
H 3.1842 0.4035 -0.4366 0.305
H 2.9492 -2.4327 -0.5804 0.209
H 1.6721 2.9111 -0.2634 0.383
H 0.4404 -0.8313 0.6428 0.515
H 1.7238 0.2501 1.7594 0.223
H 2.5831 -1.3189 -1.8196 0.198
H -4.0859 -1.6614 0.3476 0.329
H -0.0384 3.0546 -0.9830 0.208
H 3.6021 -0.9225 0.6599 0.418
```

Calculated values
ΔE to the lowest compared entry with this formula, charge and spin: 4.322 eV
Energy: -475.92170 Ha
Total charge: +1
E_HOMO (spin up / spin down): -12.761 / -12.761 eV
Kohn-Sham gap (spin up / spin down): 8.151 / 8.151 eV



6.
Entry from the Open Molecules 2025 dataset: C33H40N5O7S3SeTi as an isolated structure (ωB97M-V/def2-TZVPD).

The geometry in XYZ format:
```
90
Properties=species:S:1:pos:R:3:mulliken_charge:R:1
Se 2.3064 1.9951 -3.9780 -0.080
Ti 0.7777 0.5071 0.2905 -0.109
S 0.1816 4.8378 -1.7312 -0.083
S -1.5055 3.7957 1.0437 0.266
S -1.9372 2.1014 -1.9199 0.318
O 3.3737 3.8131 5.7955 -0.692
O 1.6111 -0.8419 3.8682 -0.598
O -1.3208 -5.3803 -1.3274 -0.385
O 2.3912 5.5776 4.7321 -0.690
O 0.8595 -1.0372 -0.9494 1.523
O 1.3021 -0.6044 1.6626 0.340
O -0.9691 0.6466 0.7024 -0.280
N 1.0638 -1.5940 -3.1301 0.617
N -1.4343 -3.0228 -0.2788 0.399
N 1.6047 1.5423 -1.1739 -0.450
N 1.6075 1.8483 1.6240 0.769
N 2.9019 -1.6698 -1.6926 0.309
C 1.8846 1.7404 -2.3051 -0.056
C -0.1584 -0.8950 -3.5040 -1.092
C -2.6498 -2.1160 2.3941 -0.152
C -0.0325 -6.3093 0.5223 -0.632
C 1.8480 1.3376 2.8553 0.654
C 0.5975 -4.7868 2.2919 -1.214
C 1.6103 -1.4216 -1.9217 -0.422
C 2.7668 4.4079 4.8943 0.351
C -1.0871 5.5145 0.6774 -0.918
C 1.6136 -2.4827 -4.1464 -1.315
C 1.6023 -0.1307 2.9161 0.086
C -2.0322 -1.3567 1.3907 0.020
C -2.8943 -1.5465 3.6228 -1.000
C -0.0834 -3.7568 1.6686 0.421
C -0.7254 -5.2871 -0.1088 1.163
C -1.8610 -1.8577 0.0485 -1.069
C 0.6103 -6.0550 1.7243 -0.831
C -2.5102 -0.2283 3.8707 -0.727
C 1.7862 3.1641 1.4151 -0.610
C -1.8848 0.5339 2.8993 -0.475
C 2.1581 3.9990 2.4457 -0.800
C -2.0980 3.5907 -2.9443 -1.145
C -3.0954 3.6304 0.1957 -1.157
C -1.6477 -0.0387 1.6584 0.288
C -3.2226 2.3836 -0.6773 -0.649
C 3.9546 -1.4167 -2.6810 -1.241
C 2.3830 3.4845 3.7174 0.274
C -0.7642 -4.0227 0.4865 -0.713
C -1.9895 -6.5989 -1.7002 -0.822
C 2.2486 2.1040 3.9122 -1.097
C -0.7963 4.3578 -3.1717 -0.605
C 3.3630 -1.8027 -0.3126 -0.951
C -0.9657 5.8873 -0.8001 -0.849
H -3.3836 -2.1204 4.3976 0.456
H 0.0269 -7.2920 0.0750 0.437
H -2.6916 0.2051 4.8458 0.499
H -2.5073 3.3147 -3.9170 0.567
H 3.5494 -0.9054 -3.5474 0.381
H 2.5898 -2.2445 0.3080 0.065
H -1.8075 6.1788 1.1571 0.522
H -1.6772 -7.4337 -1.0803 0.363
H 1.1270 -4.5930 3.2149 0.540
H -3.2182 1.4886 -0.0550 -0.108
H -3.0631 -6.4531 -1.5964 0.290
H -3.2626 4.5273 -0.3996 0.523
H 2.2594 5.0668 2.2985 0.608
H -1.9397 5.8606 -1.2895 0.357
H -0.1394 5.6760 1.1951 0.283
H -2.9496 -3.1370 2.1909 0.640
H 0.0088 -0.3608 -4.4397 0.445
H 1.5947 3.5189 0.4105 0.467
H -4.1944 2.4039 -1.1738 0.704
H -0.9773 -1.6046 -3.6561 0.324
H 4.6881 -0.7516 -2.2251 0.380
H -1.5106 -3.2885 -1.2577 0.534
H -0.0607 -2.7618 2.0927 0.464
H -2.8419 4.2305 -2.4689 0.440
H 4.2401 -2.4461 -0.3090 0.489
H 2.0986 -1.9287 -4.9514 0.353
H 0.7896 -3.0570 -4.5710 0.391
H -1.7404 -6.8034 -2.7369 0.245
H 2.4678 1.6748 4.8817 0.645
H -1.5656 1.5523 3.0858 0.552
H 1.1473 -6.8564 2.2149 0.418
H 2.3218 -3.1728 -3.6995 0.406
H 4.4539 -2.3391 -2.9778 0.344
H -2.1372 -1.2161 -0.7852 0.884
H -0.4343 -0.1676 -2.7500 0.031
H 3.6500 -0.8335 0.1031 0.300
H -0.6255 6.9216 -0.8587 0.575
H -1.0265 5.2432 -3.7682 0.549
H -3.8983 3.6056 0.9343 0.605
H -0.1036 3.7580 -3.7636 0.149
```

Calculated values
ΔE to the lowest compared entry with this formula, charge and spin: 0.868 eV
Energy: -6527.33592 Ha
Total charge: +1
E_HOMO: -9.601 eV
Kohn-Sham gap: 5.158 eV